Computed, not measured: a gas-phase ion, C7H11N2O (charge +1) in a non-equilibrium geometry, with ωB97M-V/def2-TZVPD.

CARTESIAN COORDINATES (ANGSTROEM)
C1 -2.34 -0.23 0.83
C2 0.66 2.06 -0.32
C3 1.84 1.28 -0.10
C4 1.55 -0.13 0.50
C5 1.03 -1.25 -0.25
C6 -0.97 0.23 -0.91
C7 -0.54 -1.14 -0.42
N1 -1.36 -1.13 0.84
N2 -2.09 0.59 -0.20
O1 -0.04 2.97 -0.19
H1 -3.21 -0.33 1.37
H2 2.54 1.28 -0.93
H3 2.45 1.87 0.79
H4 2.51 -0.42 0.77
H5 1.04 0.03 1.38
H6 1.43 -1.38 -1.25
H7 1.19 -2.31 0.34
H8 -1.01 0.55 -1.89
H9 -0.74 -1.96 -1.23
H10 -1.32 -1.92 1.47
H11 -2.63 1.34 -0.58

Properties
Frontier orbital gap (alpha / beta) in eV: 6.920 / 6.930
LUMO energy (alpha / beta) in eV: -3.83 / -3.83
HOMO energy (alpha / beta) in eV: -10.8 / -10.8
Energy in a.u.: -457.7126
Charge: +1

---

Computed, not measured: a molecular structure, C37H37ClGe2MoN3O5S3 in a non-equilibrium geometry, with ωB97M-V/def2-TZVPD.

CARTESIAN COORDINATES (ANGSTROEM)
Mo1 -0.29 -0.21 0.29
S1 -2.13 2.87 -2.94
C1 -1.50 1.33 -2.89
S2 -1.80 0.02 -3.78
S3 -0.36 1.45 -1.46
C2 -2.59 1.20 2.26
N1 -2.49 0.57 0.93
C3 -3.17 1.47 -0.03
C4 -3.26 -0.70 0.94
C5 -2.89 -1.55 -0.24
C6 -3.82 -2.38 -0.83
C7 -3.42 -3.26 -1.84
C8 -2.09 -3.32 -2.24
C9 -1.16 -2.49 -1.64
C10 -1.53 -1.56 -0.65
H1 -3.63 1.45 2.48
H2 -2.00 2.12 2.26
H3 -2.23 0.53 3.03
H4 -4.17 1.69 0.33
H5 -3.25 0.98 -1.00
H6 -2.61 2.39 -0.15
H7 -4.33 -0.49 0.98
H8 -2.99 -1.24 1.85
H9 -4.86 -2.36 -0.52
H10 -4.16 -3.91 -2.31
H11 -1.79 -4.01 -3.01
H12 -0.13 -2.55 -1.97
O1 1.08 -0.17 6.33
C11 1.46 1.00 5.85
O2 1.82 1.89 6.56
C12 1.47 1.19 4.35
C13 2.18 2.18 3.72
Cl1 3.38 3.15 4.44
N2 1.89 2.18 2.39
N3 1.03 1.16 2.11
C14 0.79 0.57 3.27
C15 -0.06 -0.66 3.29
O3 -0.21 -1.31 4.31
O4 -0.60 -0.99 2.16
C16 2.44 3.02 1.35
C17 2.26 2.53 -0.05
C18 3.04 3.34 -1.13
C19 3.72 4.59 -0.69
C20 3.64 5.01 0.56
C21 2.97 4.21 1.61
H13 0.66 -0.72 5.62
H14 1.20 2.55 -0.23
H15 2.38 3.60 -1.97
H16 4.26 5.17 -1.44
H17 4.11 5.93 0.87
H18 2.95 4.63 2.60
O5 1.39 -2.77 0.42
C22 0.94 -1.72 0.36
C23 4.82 -1.37 -2.90
Ge1 3.40 -2.08 -1.75
C24 2.55 -3.66 -2.53
C25 4.36 -2.76 -0.19
Ge2 1.84 -0.10 -1.56
C26 2.99 1.22 -0.52
C27 3.91 2.08 -1.46
C28 5.35 2.18 -1.05
C29 5.84 1.54 0.00
C30 4.99 0.65 0.82
C31 3.70 0.47 0.57
C32 1.75 0.39 -3.48
C33 1.85 -0.63 -4.42
C34 1.76 -0.38 -5.78
C35 1.56 0.92 -6.23
C36 1.45 1.95 -5.31
C37 1.53 1.69 -3.95
H19 5.42 -2.20 -3.28
H20 5.47 -0.72 -2.29
H21 4.45 -0.79 -3.74
H22 3.35 -4.33 -2.86
H23 1.91 -3.45 -3.38
H24 1.96 -4.18 -1.77
H25 5.16 -3.39 -0.60
H26 3.73 -3.37 0.45
H27 4.81 -1.96 0.39
H28 3.86 1.81 -2.52
H29 6.00 2.80 -1.66
H30 6.89 1.64 0.27
H31 5.46 0.11 1.64
H32 3.12 -0.22 1.18
H33 1.99 -1.65 -4.09
H34 1.83 -1.20 -6.48
H35 1.48 1.12 -7.29
H36 1.28 2.97 -5.65
H37 1.39 2.50 -3.26

Properties
Frontier orbital gap (alpha / beta) in eV: 5.838 / 4.967
⟨S²⟩: 0.7783
LUMO energy (alpha / beta) in eV: -2.01 / -2.76
Spin multiplicity: 2
HOMO energy (alpha / beta) in eV: -7.8 / -7.7
Energy in a.u.: -7849.2886

---

Computed, not measured: a molecular structure, C35H57O3PSi2Ti in a non-equilibrium geometry, with ωB97M-V/def2-TZVPD.

CARTESIAN COORDINATES (ANGSTROEM)
O1 -2.19 2.56 -0.98
O2 -5.09 0.89 -1.80
C1 -2.75 3.59 0.06
C2 -1.79 4.72 0.10
H1 -2.82 3.01 0.98
H2 -3.75 3.79 -0.34
H3 -0.78 4.36 0.36
H4 -2.10 5.47 0.84
H5 -1.77 5.24 -0.86
C3 -2.36 2.79 -2.46
C4 -3.64 3.51 -2.73
H6 -2.36 1.77 -2.87
H7 -1.48 3.33 -2.81
H8 -4.51 2.96 -2.36
H9 -3.76 3.60 -3.81
H10 -3.64 4.53 -2.32
C5 -4.89 -0.24 -2.65
C6 -6.17 0.86 -0.87
C7 -5.06 0.17 -4.10
H11 -5.57 -1.07 -2.38
H12 -3.85 -0.57 -2.48
H13 -6.09 0.52 -4.28
H14 -4.85 -0.67 -4.75
H15 -4.38 0.99 -4.37
C8 -7.42 1.46 -1.48
H16 -5.83 1.47 -0.02
H17 -6.34 -0.17 -0.50
H18 -7.22 2.43 -1.93
H19 -8.17 1.59 -0.70
H20 -7.82 0.80 -2.26
H21 -1.28 2.22 -0.66
Ti1 0.17 -0.22 -0.14
C9 -1.69 0.41 0.66
Si1 -2.74 -0.58 1.90
H22 -1.59 1.47 0.96
H23 -2.20 0.34 -0.32
C10 -4.10 0.52 2.59
C11 -1.66 -1.05 3.33
C12 -3.67 -2.01 1.12
C13 0.96 1.52 -0.91
Si2 1.28 1.22 -2.75
H24 1.90 1.56 -0.31
H25 0.47 2.50 -0.76
C14 1.05 2.84 -3.71
C15 0.15 -0.05 -3.54
C16 3.09 0.74 -2.94
H26 -4.27 -1.67 0.26
H27 -4.37 -2.46 1.84
H28 -3.02 -2.81 0.76
H29 -3.70 1.50 2.86
H30 -4.52 0.08 3.50
H31 -4.93 0.67 1.88
H32 -0.86 -0.31 3.46
H33 -1.18 -2.02 3.19
H34 -2.25 -1.09 4.25
H35 -0.06 0.33 -4.56
H36 -0.82 -0.22 -3.05
H37 0.67 -1.02 -3.65
H38 3.27 0.38 -3.96
H39 3.39 -0.04 -2.23
H40 3.71 1.64 -2.77
H41 1.85 2.89 -4.48
H42 1.15 3.70 -3.05
H43 0.08 2.88 -4.23
O3 -0.89 -3.10 -0.26
C17 -0.19 -2.47 0.52
C18 0.53 -2.93 1.69
C19 0.08 -4.00 2.48
C20 0.54 -4.11 3.79
C21 1.38 -3.13 4.33
C22 1.87 -2.10 3.52
C23 1.58 -2.09 2.16
P1 2.28 -0.87 1.00
C24 3.90 -0.64 1.80
C25 4.47 0.63 2.06
C26 5.70 0.70 2.72
C27 6.37 -0.46 3.12
C28 5.83 -1.72 2.83
C29 4.60 -1.80 2.17
C30 2.81 -1.83 -0.53
C31 4.14 -2.12 -0.87
C32 4.42 -2.89 -2.00
C33 3.38 -3.27 -2.85
C34 2.07 -2.85 -2.59
C35 1.81 -2.09 -1.46
H44 -0.64 -4.70 2.06
H45 0.20 -4.94 4.41
H46 1.67 -3.17 5.38
H47 2.51 -1.33 3.94
H48 3.93 1.52 1.75
H49 6.14 1.68 2.93
H50 7.33 -0.40 3.63
H51 6.35 -2.63 3.11
H52 4.19 -2.78 1.94
H53 4.97 -1.78 -0.24
H54 5.44 -3.19 -2.22
H55 3.57 -3.88 -3.73
H56 1.25 -3.11 -3.26
H57 0.75 -1.64 -1.38

Properties
Frontier orbital gap (alpha / beta) in eV: 4.995 / 5.762
⟨S²⟩: 2.0207
LUMO energy (alpha / beta) in eV: 0.19 / 0.18
Spin multiplicity: 3
HOMO energy (alpha / beta) in eV: -4.8 / -5.6
Energy in a.u.: -3363.1296

---

Computed, not measured: a molecular structure, C13H14Br2F5KN6OS2 in a non-equilibrium geometry, with ωB97M-V/def2-TZVPD.

CARTESIAN COORDINATES (ANGSTROEM)
K1 0.80 -0.42 -0.97
N1 0.45 0.21 2.70
N2 1.17 1.37 2.35
C1 2.42 1.28 1.86
N3 3.00 2.41 1.41
S1 3.26 -0.16 1.91
H1 0.39 0.17 3.72
H2 1.06 -0.57 2.42
H3 0.59 2.14 2.04
H4 2.42 3.17 1.09
H5 3.88 2.30 0.94
F1 1.15 2.99 -6.31
C2 0.95 2.89 -4.99
C3 0.39 1.74 -4.44
F2 0.05 0.70 -5.21
C4 0.20 1.64 -3.08
F3 -0.36 0.49 -2.63
C5 0.59 2.64 -2.18
S2 0.43 2.53 -0.49
C6 1.15 3.79 -2.77
F4 1.57 4.79 -1.97
C7 1.33 3.92 -4.13
F5 1.89 5.03 -4.64
Br1 -2.08 1.08 -0.10
C8 -3.70 0.00 -0.05
Br2 -3.23 -1.87 -0.13
H6 -4.32 0.24 -0.91
H7 -4.23 0.18 0.89
C9 2.75 -4.83 -1.72
N4 1.87 -4.39 -0.67
C10 1.43 -5.22 0.30
C11 0.60 -4.78 1.28
C12 0.22 -3.41 1.23
N5 0.66 -2.61 0.28
C13 1.48 -3.05 -0.68
O1 1.89 -2.32 -1.57
N6 -0.59 -2.89 2.15
H8 3.00 -5.88 -1.56
H9 3.66 -4.22 -1.71
H10 2.27 -4.70 -2.68
H11 1.77 -6.24 0.24
H12 0.25 -5.44 2.06
H13 -1.01 -3.47 2.85
H14 -0.85 -1.92 2.06

Properties
Frontier orbital gap in eV: 7.168
LUMO energy in eV: 0.01
HOMO energy in eV: -7.2
Energy in a.u.: -7951.2652

---

Computed, not measured: C25H32N4O4 in the gas phase in a non-equilibrium geometry, with ωB97M-V/def2-TZVPD.

CARTESIAN COORDINATES (ANGSTROEM)
C1 -3.27 -2.41 1.48
C2 -2.44 -1.56 2.06
C3 -1.41 -0.72 1.36
N1 -1.30 -0.95 -0.06
C4 -0.74 -2.04 -0.64
O1 -0.66 -2.16 -1.85
C5 -0.19 -3.14 0.27
C6 1.22 -3.47 -0.21
C7 2.14 -2.28 -0.04
O2 1.79 -1.21 0.41
N2 3.41 -2.54 -0.44
C8 4.49 -1.68 -0.40
C9 4.59 -0.39 0.19
C10 5.89 -0.03 -0.06
C11 6.67 1.18 0.27
O3 6.50 -1.02 -0.73
N3 5.63 -2.04 -0.93
C12 -1.85 0.08 -0.94
C13 -1.10 1.42 -0.79
O4 -1.62 2.49 -1.00
N4 0.19 1.28 -0.44
C14 1.09 2.39 -0.28
C15 2.31 2.31 -1.20
C16 3.30 3.28 -0.56
C17 3.05 3.19 0.96
C18 1.71 2.44 1.12
C19 -3.34 0.19 -0.75
C20 -3.92 1.07 0.15
C21 -5.29 1.08 0.34
C22 -6.12 0.21 -0.36
C23 -7.60 0.23 -0.17
C24 -5.53 -0.67 -1.27
C25 -4.16 -0.67 -1.46
H1 -4.00 -2.97 2.04
H2 -3.28 -2.56 0.41
H3 -2.47 -1.42 3.13
H4 -1.68 0.33 1.50
H5 -0.43 -0.86 1.84
H6 -0.83 -4.01 0.15
H7 -0.18 -2.86 1.32
H8 1.18 -3.72 -1.28
H9 1.62 -4.33 0.33
H10 3.63 -3.43 -0.87
H11 3.83 0.15 0.71
H12 7.59 0.91 0.78
H13 6.09 1.84 0.91
H14 6.93 1.72 -0.64
H15 -1.65 -0.26 -1.96
H16 0.59 0.36 -0.28
H17 0.52 3.29 -0.49
H18 2.71 1.29 -1.18
H19 2.08 2.57 -2.23
H20 3.09 4.29 -0.91
H21 4.33 3.05 -0.82
H22 3.00 4.18 1.40
H23 3.85 2.65 1.46
H24 1.88 1.42 1.46
H25 1.05 2.93 1.84
H26 -3.31 1.77 0.70
H27 -5.73 1.77 1.04
H28 -8.03 -0.75 -0.34
H29 -7.86 0.56 0.84
H30 -8.06 0.93 -0.88
H31 -6.15 -1.35 -1.83
H32 -3.72 -1.36 -2.17

Properties
Frontier orbital gap in eV: 9.186
LUMO energy in eV: 0.57
SMILES: C=CCN(C(=O)CCC(=O)Nc1cc(C)on1)[C@H](C(=O)NC1CCCC1)c1ccc(C)cc1
HOMO energy in eV: -8.6
Energy in a.u.: -1491.8559

---

Computed, not measured: a molecular structure, C40H43BCl3GdN6OS5Si in a non-equilibrium geometry, with ωB97M-V/def2-TZVPD.

CARTESIAN COORDINATES (ANGSTROEM)
Gd1 -0.67 0.95 -1.34
O1 1.04 -3.97 -6.39
C1 0.75 -3.15 -5.57
S1 1.51 -1.53 -5.44
C2 0.67 -1.07 -3.94
C3 -0.20 -2.00 -3.39
S2 -1.15 -1.79 -1.89
S3 -0.55 -3.46 -4.36
S4 0.97 0.59 -3.44
N1 -6.76 9.10 -3.89
C4 -6.31 8.07 -3.68
C5 -5.78 6.80 -3.48
C6 -5.00 6.56 -2.38
C7 -4.38 5.32 -2.22
C8 -4.54 4.35 -3.20
C9 -5.27 4.63 -4.36
C10 -5.91 5.84 -4.49
N2 -3.97 3.06 -3.06
C11 -4.12 2.00 -3.93
C12 -3.50 0.95 -3.36
N3 -2.90 1.34 -2.15
C13 -3.29 2.58 -2.00
H1 -4.89 7.33 -1.64
H2 -3.81 5.15 -1.30
H3 -5.29 3.92 -5.18
H4 -6.53 6.06 -5.34
H5 -4.62 2.08 -4.93
H6 -3.50 -0.07 -3.63
H7 -3.10 3.15 -1.10
Cl1 0.20 3.41 -1.79
Si1 0.39 4.09 1.40
Cl2 -0.88 5.71 1.06
Cl3 -0.94 2.29 0.97
S5 0.17 3.95 3.66
C14 -1.25 3.17 4.03
N4 -2.22 2.63 4.46
C15 2.46 0.46 3.89
C16 1.48 -0.01 4.95
C17 1.97 -1.16 5.90
C18 0.08 -0.35 4.42
C19 -1.00 0.02 5.20
C20 -2.31 -0.24 4.85
C21 -2.59 -0.98 3.71
C22 -1.57 -1.33 2.83
C23 -1.89 -2.12 1.56
C24 -3.26 -1.81 1.03
C25 -1.68 -3.61 1.78
C26 -0.22 -1.07 3.22
N5 0.80 -1.53 2.33
B1 1.13 -0.95 1.04
N6 2.18 -1.84 0.59
C27 2.43 -2.83 1.53
C28 1.65 -2.60 2.62
C29 2.88 -1.65 -0.66
C30 3.59 -0.45 -0.80
C31 4.52 -0.39 -1.85
C32 4.58 -1.36 -2.85
C33 3.81 -2.47 -2.74
C34 2.95 -2.68 -1.64
C35 2.42 -4.11 -1.65
C36 1.27 -4.53 -0.71
C37 3.59 -5.10 -1.58
C38 3.52 0.66 0.22
C39 3.44 2.07 -0.45
C40 4.68 0.64 1.20
H8 3.31 0.99 4.33
H9 1.98 1.07 3.12
H10 2.88 -0.41 3.33
H11 1.29 0.85 5.65
H12 2.05 -2.13 5.40
H13 1.26 -1.24 6.73
H14 2.93 -0.91 6.31
H15 -0.84 0.55 6.13
H16 -3.11 0.20 5.44
H17 -3.59 -1.34 3.53
H18 -1.16 -1.81 0.72
H19 -4.05 -2.10 1.74
H20 -3.50 -2.34 0.10
H21 -3.41 -0.75 0.79
H22 -2.37 -3.96 2.52
H23 -0.67 -3.84 2.18
H24 -1.86 -4.22 0.87
H25 3.23 -3.54 1.44
H26 1.64 -3.05 3.56
H27 5.18 0.47 -1.94
H28 5.33 -1.21 -3.63
H29 3.82 -3.23 -3.52
H30 2.04 -4.24 -2.71
H31 1.62 -4.55 0.33
H32 1.01 -5.56 -1.00
H33 0.42 -3.84 -0.76
H34 4.21 -4.97 -0.69
H35 4.22 -5.08 -2.49
H36 3.25 -6.14 -1.54
H37 2.59 0.53 0.79
H38 4.39 2.40 -0.87
H39 3.05 2.81 0.26
H40 2.70 2.06 -1.27
H41 5.64 0.71 0.73
H42 4.69 -0.32 1.76
H43 4.59 1.40 2.01

Properties
Frontier orbital gap (alpha / beta) in eV: 4.058 / 4.789
⟨S²⟩: 16.2380
LUMO energy (alpha / beta) in eV: 2.91 / 2.93
Spin multiplicity: 8
HOMO energy (alpha / beta) in eV: -1.1 / -1.9
Energy in a.u.: -6405.6487
Charge: -2

---

Computed, not measured: a molecular structure, C4H8CuO2 in a non-equilibrium geometry, with ωB97M-V/def2-TZVPD.

CARTESIAN COORDINATES (ANGSTROEM)
C1 2.43 -0.08 -0.01
O1 2.02 1.22 -0.23
C2 1.32 -1.06 0.43
O2 0.30 -1.24 -0.49
Cu1 0.05 0.84 -0.89
H1 3.23 -0.16 0.77
H2 2.89 -0.54 -0.93
H3 0.94 -0.66 1.41
H4 1.83 -2.02 0.70
C3 -2.65 0.36 -0.71
C4 -2.28 0.88 0.47
H5 -3.36 0.90 -1.33
H6 -2.39 -0.60 -1.17
H7 -1.74 0.29 1.22
H8 -2.58 1.89 0.76

Properties
Frontier orbital gap in eV: 6.437
LUMO energy in eV: 3.51
HOMO energy in eV: -2.9
Energy in a.u.: -1948.0935
Charge: -1

---

Computed, not measured: C5H8BrNO in the gas phase in a non-equilibrium geometry, with ωB97M-V/def2-TZVPD.

CARTESIAN COORDINATES (ANGSTROEM)
C1 -2.18 0.82 -0.39
C2 -0.13 0.93 0.84
C3 0.37 -0.12 -0.32
C4 -0.31 -1.49 0.02
C5 1.86 -0.13 -0.20
N1 -0.04 0.33 -1.51
O1 -1.42 1.48 0.49
Br1 -3.74 1.86 -0.81
H1 -0.31 0.43 1.75
H2 0.66 1.65 0.90
H3 0.09 -2.11 0.91
H4 -0.26 -2.17 -0.87
H5 -1.51 -1.33 0.05
H6 2.30 0.98 -0.39
H7 2.37 -0.57 -1.13
H8 2.25 -0.54 0.65

Properties
Frontier orbital gap (alpha / beta) in eV: 7.660 / 8.001
LUMO energy (alpha / beta) in eV: -0.76 / -1.09
HOMO energy (alpha / beta) in eV: -8.4 / -9.1
Energy in a.u.: -2899.0573

---

Computed, not measured: a gas-phase ion, C5H8N (charge +1) in a non-equilibrium geometry, with ωB97M-V/def2-TZVPD.

CARTESIAN COORDINATES (ANGSTROEM)
C1 1.86 -0.82 0.87
N1 0.61 -0.47 0.78
C2 -0.28 -1.19 1.76
C3 0.07 0.15 -0.25
C4 -0.28 0.85 -1.26
C5 -0.89 1.53 -2.33
H1 2.04 -1.58 1.66
H2 2.68 -0.38 0.31
H3 -0.45 -0.41 2.68
H4 0.16 -2.14 2.13
H5 -1.35 -1.44 1.26
H6 -0.57 2.63 -2.15
H7 -0.26 1.03 -3.22
H8 -2.02 1.39 -2.54

Properties
Frontier orbital gap in eV: 8.565
LUMO energy in eV: -5.55
SMILES: C=[N+](C)C#CC
HOMO energy in eV: -14.1
Energy in a.u.: -249.6601
Charge: +1

---

Which of these has the lowest energy?
C13H14Br2F5KN6OS2